# 1
A 10-piece molecular cluster, C37H103N9O10 overall at a distorted geometry, computed with wB97M-V/def2-TZVPD.

Last column: Mulliken charge in e.
Cartesian coordinates (Å):
C -2.929 2.668 2.970  -0.34
O -2.141 3.684 3.525  -0.30
C -2.524 4.996 3.144  0.06
C -1.373 5.942 3.429  0.93
C -1.200 6.142 4.925  -1.66
N -1.623 7.261 2.839  -0.66
H -2.704 2.450 1.918  0.02
H -4.001 2.848 3.103  0.45
H -2.680 1.776 3.547  -0.02
H -2.814 5.020 2.081  -0.21
H -3.434 5.297 3.686  0.25
H -0.465 5.520 2.992  -0.08
H -0.357 6.800 5.135  0.41
H -1.066 5.176 5.412  0.34
H -2.078 6.620 5.367  0.45
H -2.066 7.216 1.930  0.19
H -2.172 7.886 3.412  0.27
C -4.997 -4.335 2.748  -0.87
O -4.095 -3.266 2.848  -0.22
C -3.083 -3.505 3.774  -1.00
C -2.017 -2.426 3.716  0.03
C -2.648 -1.046 3.884  -0.99
N -1.312 -2.372 2.403  -0.20
H -5.844 -4.016 2.141  0.23
H -5.383 -4.642 3.728  0.34
H -4.564 -5.217 2.259  0.32
H -3.457 -3.578 4.810  0.50
H -2.593 -4.486 3.620  0.45
H -1.287 -2.580 4.511  0.53
H -1.935 -0.310 3.510  -0.21
H -2.879 -0.788 4.919  0.51
H -3.568 -0.976 3.304  0.34
H -2.059 -2.104 1.756  0.19
H -1.172 -3.350 2.141  -0.05
C 3.502 4.792 -2.719  -0.66
O 3.089 4.030 -3.817  -0.27
C 1.947 4.535 -4.477  -0.88
C 0.649 4.199 -3.744  1.76
C 0.331 2.734 -3.774  -0.83
N -0.466 5.014 -4.270  -0.92
H 3.990 5.724 -3.034  0.31
H 4.246 4.204 -2.179  0.25
H 2.704 5.027 -2.006  0.23
H 2.027 5.624 -4.591  0.40
H 1.902 4.047 -5.453  0.30
H 0.813 4.485 -2.696  -0.66
H -0.497 2.478 -3.111  -0.26
H 1.148 2.190 -3.275  0.28
H 0.222 2.301 -4.767  0.38
H -1.139 5.068 -3.514  0.19
H -0.157 5.973 -4.404  0.27
C -0.724 -4.275 -1.448  -0.46
O 0.211 -5.328 -1.335  -0.38
C 0.864 -5.636 -2.544  -0.44
C 2.116 -6.460 -2.252  0.16
C 1.937 -7.622 -1.293  -1.44
N 3.246 -5.639 -1.839  -0.46
H -1.040 -4.194 -2.488  0.49
H -0.254 -3.335 -1.138  -0.25
H -1.599 -4.441 -0.818  0.37
H 0.181 -6.100 -3.268  0.41
H 1.260 -4.716 -3.003  0.34
H 2.392 -6.901 -3.225  0.42
H 1.196 -8.350 -1.620  0.43
H 1.588 -7.200 -0.343  0.17
H 2.876 -8.132 -1.085  0.38
H 3.234 -4.744 -2.323  -0.01
H 3.202 -5.413 -0.852  0.08
C -0.481 4.135 -0.106  -0.44
O -1.342 3.990 -1.222  0.15
C -2.618 4.578 -0.966  -0.50
C -3.566 4.209 -2.091  0.38
C -4.973 4.687 -1.717  -1.66
N -3.612 2.775 -2.351  -0.54
H -0.659 3.342 0.627  -0.05
H -0.602 5.107 0.384  0.30
H 0.545 4.054 -0.466  0.25
H -3.016 4.254 0.003  -0.19
H -2.440 5.664 -0.978  0.39
H -3.266 4.708 -3.015  0.48
H -5.701 4.342 -2.446  0.40
H -5.022 5.778 -1.702  0.40
H -5.187 4.321 -0.711  0.34
H -4.029 2.292 -1.555  0.29
H -2.649 2.438 -2.301  0.06
C -6.834 -2.980 -2.231  -0.68
O -5.883 -1.930 -2.305  -0.35
C -4.563 -2.375 -2.108  -0.60
C -3.595 -1.406 -2.779  1.11
C -3.806 -1.248 -4.268  -1.69
N -2.225 -1.764 -2.460  0.03
H -6.665 -3.705 -3.031  0.32
H -7.803 -2.511 -2.393  0.26
H -6.808 -3.445 -1.242  0.22
H -4.305 -2.378 -1.038  0.24
H -4.433 -3.380 -2.535  0.42
H -3.847 -0.435 -2.309  -0.35
H -4.844 -0.942 -4.417  0.39
H -3.648 -2.173 -4.824  0.33
H -3.208 -0.419 -4.649  0.46
H -1.609 -1.195 -3.026  0.14
H -1.912 -1.704 -1.501  -0.29
C 1.035 2.165 3.399  -0.12
O 2.336 2.535 3.049  -0.18
C 3.046 3.083 4.134  -0.75
C 4.455 3.443 3.713  0.64
C 5.259 2.186 3.441  -1.48
N 5.103 4.210 4.775  -0.67
H 0.565 1.445 2.736  -0.34
H 0.392 3.056 3.483  0.04
H 0.997 1.741 4.417  0.50
H 2.525 3.989 4.486  0.24
H 3.102 2.362 4.964  0.31
H 4.416 4.007 2.776  0.21
H 6.259 2.447 3.089  0.41
H 4.796 1.615 2.635  0.27
H 5.328 1.560 4.333  0.39
H 5.757 3.620 5.271  0.26
H 4.481 4.616 5.461  0.25
C 2.414 -0.831 2.866  -0.07
O 2.694 -2.199 2.746  -0.56
C 2.278 -2.652 1.460  0.12
C 2.279 -4.164 1.406  1.93
C 1.585 -4.767 2.619  -1.41
N 3.625 -4.751 1.308  -0.65
H 2.916 -0.286 2.050  0.19
H 2.799 -0.448 3.810  0.36
H 1.344 -0.600 2.809  -0.22
H 1.277 -2.265 1.229  -0.46
H 3.023 -2.227 0.772  0.53
H 1.748 -4.511 0.514  -0.88
H 0.666 -4.239 2.877  0.01
H 2.256 -4.747 3.477  0.38
H 1.289 -5.802 2.437  0.37
H 4.080 -4.413 0.466  -0.06
H 4.241 -4.477 2.066  0.37
C 2.042 -1.599 -2.095  -0.61
O 2.954 -2.633 -2.420  0.40
C 3.828 -2.182 -3.448  -1.00
C 4.774 -3.273 -3.897  0.88
C 5.961 -3.542 -3.003  -1.34
N 5.165 -3.069 -5.303  -0.75
H 2.553 -0.684 -1.772  0.44
H 1.453 -1.969 -1.257  -0.63
H 1.400 -1.368 -2.950  0.47
H 3.245 -1.808 -4.298  0.42
H 4.441 -1.370 -3.028  0.31
H 4.195 -4.211 -3.912  0.13
H 6.627 -4.257 -3.486  0.41
H 5.615 -3.978 -2.067  0.15
H 6.543 -2.635 -2.820  0.35
H 5.702 -3.853 -5.643  0.27
H 4.353 -2.940 -5.891  0.24
C -0.437 0.620 0.040  0.05
O -0.904 -0.719 0.066  0.47
H -1.155 1.225 0.605  -0.33
H 0.549 0.741 0.501  0.26
H -0.369 0.966 -0.989  0.24
H -0.772 -1.094 0.946  -0.49

The energy relative to the best compared isomer or geometry (same formula, charge and spin) comes out at 0.0 kJ/mol. For the orbital gap, the calculation gives 9.1 eV. For the largest force on an atom, the calculation gives 0.041 hartree/bohr. The value obtained for the total energy is -2716.52760 Ha. Its SMILES is COC[C@H](C)N.COC[C@H](C)N.COC[C@H](C)N.COC[C@H](C)N.COC[C@H](C)N.COC[C@H](C)N.COC[C@H](C)N.COC[C@H](C)N.COC[C@H](C)N.CO.


# 2
A 2-piece molecular cluster, C3H10N3 overall at a distorted geometry, computed with wB97M-V/def2-TZVPD.

Last column: natural (NBO) charge in e.
Cartesian coordinates (Å):
C 1.365 1.535 0.043  -0.19
C 0.019 0.891 -0.222  -0.18
C -0.283 -0.220 0.735  0.26
N -1.457 -0.061 1.292  -0.72
N -0.295 -1.773 -0.589  -0.88
N 1.273 0.525 -0.920  -0.61
H 1.224 2.613 -0.105  0.23
H 1.797 1.259 0.984  0.21
H -0.768 1.210 -0.862  0.22
H 0.653 -0.508 1.229  0.24
H -2.197 0.336 0.805  0.41
H -1.702 -0.696 2.042  0.41
H 0.593 -2.284 -0.530  0.42
H -1.101 -2.261 -0.494  0.39
H 1.248 0.730 -1.988  0.40
H -0.369 -1.295 -1.421  0.39

The energy relative to the best compared isomer or geometry (same formula, charge and spin) comes out at 330.8 kJ/mol. The total charge is +1. For the orbital gap, the calculation gives 11.1 eV. For the largest force on an atom, the calculation gives 0.078 hartree/bohr. The value obtained for the total energy is -284.24997 Ha.


# 3
One molecule with the formula C3H5NO2, computed with wB97M-V/def2-TZVPD.

Last column: natural (NBO) charge in e.
Cartesian coordinates (Å):
C -1.674 -0.980 0.383  -0.43
C -1.114 0.212 0.301  0.10
O 0.069 0.463 0.985  -0.37
N 0.990 0.975 0.081  -0.36
C 1.657 0.050 -0.694  0.50
O 1.345 -1.103 -0.824  -0.56
H -1.166 -1.771 0.924  0.22
H -2.608 -1.192 -0.120  0.21
H -1.483 1.057 -0.274  0.18
H 1.505 1.745 0.486  0.39
H 2.479 0.543 -1.249  0.11

The energy relative to the best compared isomer or geometry (same formula, charge and spin) comes out at 307.0 kJ/mol. For the orbital gap, the calculation gives 10.3 eV. For the largest force on an atom, the calculation gives 0.008 hartree/bohr. The value obtained for the total energy is -322.45740 Ha. Its SMILES is C=CONC=O.


# 4
A 5-piece molecular cluster, C31H70BClIO7P3 overall at a distorted geometry, computed with wB97M-V/def2-TZVPD.

Last column: Mulliken charge in e.
Cartesian coordinates (Å):
C 5.915 -0.369 1.452  -0.97
C 4.660 0.144 0.539  0.35
P 3.562 1.220 1.637  -0.19
C 4.458 2.846 1.993  -0.41
C 4.934 3.674 0.701  -0.89
C 1.823 1.497 0.930  0.30
P 0.715 1.437 2.483  0.49
O 1.354 0.290 3.620  -0.40
I 0.734 3.656 3.636  -0.25
O 1.880 2.708 0.113  -0.29
C 2.467 2.185 -1.111  -0.15
O 3.197 2.760 -1.932  -0.41
O 2.151 0.772 -1.296  -0.07
C 1.224 0.516 -0.181  0.00
B 1.188 -1.095 0.155  0.85
O 1.683 -1.992 -0.873  -0.47
O 0.734 -1.652 1.397  -0.46
P -0.411 1.166 -0.995  0.25
O -1.614 1.454 0.182  -0.38
Cl -1.228 -0.350 -2.243  -0.29
H 5.686 -1.422 1.849  0.26
H 6.912 -0.326 0.895  0.33
H 5.950 0.337 2.350  0.25
H 4.137 -0.740 0.045  0.05
H 5.152 0.738 -0.326  -0.08
H 5.401 2.574 2.591  0.39
H 3.848 3.568 2.655  0.22
H 5.527 4.589 1.095  0.39
H 4.058 4.116 0.110  0.18
H 5.659 3.103 0.015  0.18
H 0.678 0.194 4.339  0.32
H 2.563 -2.312 -0.551  0.30
H 0.075 -2.369 1.214  0.20
H -1.791 2.429 0.225  0.34
C -4.079 1.804 -3.681  -1.13
C -4.776 0.475 -3.428  -0.19
C -4.993 -0.346 -4.698  -0.72
C -5.897 0.304 -5.750  -0.73
C -7.303 0.668 -5.268  -0.34
C -8.121 -0.541 -4.832  -1.18
H -4.674 2.455 -4.325  0.37
H -3.917 2.331 -2.737  0.28
H -3.104 1.649 -4.152  0.24
H -5.728 0.651 -2.916  0.30
H -4.161 -0.113 -2.736  0.22
H -5.404 -1.323 -4.420  0.32
H -4.020 -0.552 -5.160  0.35
H -5.980 -0.378 -6.605  0.38
H -5.414 1.209 -6.135  0.30
H -7.831 1.166 -6.089  0.37
H -7.252 1.392 -4.450  0.24
H -8.222 -1.259 -5.651  0.29
H -9.124 -0.228 -4.531  0.37
H -7.665 -1.051 -3.981  0.28
C 1.911 -3.199 4.553  -1.00
C 1.873 -4.578 3.909  -0.41
C 0.457 -5.120 3.722  -0.38
C -0.335 -5.339 5.014  -0.76
C 0.318 -6.280 6.029  -0.40
C 0.495 -7.699 5.506  -1.19
H 1.491 -3.214 5.562  0.35
H 2.943 -2.846 4.630  0.40
H 1.350 -2.475 3.956  0.06
H 2.477 -5.275 4.498  0.33
H 2.353 -4.515 2.925  0.34
H 0.511 -6.062 3.165  0.35
H -0.108 -4.429 3.085  0.07
H -1.325 -5.732 4.752  0.41
H -0.516 -4.373 5.498  0.29
H -0.315 -6.316 6.923  0.37
H 1.284 -5.883 6.352  0.23
H -0.467 -8.131 5.219  0.29
H 0.933 -8.333 6.281  0.38
H 1.160 -7.730 4.639  0.28
C -6.023 2.555 6.552  -1.21
C -4.586 2.711 6.076  -0.34
C -4.475 3.080 4.596  -0.57
C -5.034 2.040 3.621  -0.75
C -4.417 0.644 3.728  -0.58
C -2.926 0.622 3.418  -0.67
H -6.535 1.742 6.031  0.29
H -6.045 2.328 7.621  0.38
H -6.589 3.477 6.391  0.29
H -4.028 1.793 6.286  0.24
H -4.108 3.501 6.666  0.35
H -3.422 3.271 4.359  0.21
H -4.997 4.028 4.425  0.40
H -4.892 2.413 2.599  0.33
H -6.117 1.955 3.760  0.35
H -4.929 -0.016 3.020  0.35
H -4.592 0.223 4.723  0.32
H -2.732 0.997 2.410  0.10
H -2.545 -0.402 3.477  0.37
H -2.356 1.228 4.128  0.20
C 5.360 1.330 -8.678  -1.19
C 5.552 0.421 -7.472  -0.38
C 4.321 0.344 -6.569  -0.67
C 3.902 1.667 -5.921  -0.60
C 4.976 2.346 -5.068  -0.46
C 5.407 1.513 -3.869  -0.93
H 5.179 2.365 -8.378  0.28
H 6.255 1.319 -9.306  0.38
H 4.516 0.994 -9.287  0.29
H 6.427 0.748 -6.901  0.24
H 5.782 -0.589 -7.831  0.37
H 4.504 -0.402 -5.787  0.29
H 3.475 -0.037 -7.153  0.40
H 3.019 1.483 -5.298  0.24
H 3.579 2.367 -6.699  0.33
H 4.576 3.298 -4.703  0.34
H 5.850 2.592 -5.678  0.33
H 4.554 1.293 -3.223  -0.01
H 6.148 2.058 -3.278  0.37
H 5.860 0.566 -4.176  0.39

The energy relative to the best compared isomer or geometry (same formula, charge and spin) comes out at 391.1 kJ/mol. For the orbital gap, the calculation gives 7.8 eV. For the largest force on an atom, the calculation gives 0.103 hartree/bohr. The value obtained for the total energy is -3556.67898 Ha. Its SMILES is CCP(CC)[C@@]1(P(O)I)OC(=O)O[C@]1(B(O)O)P(O)Cl.CCCCCC.CCCCCC.CCCCCC.CCCCCC.